Molecular formula: H4O2Tl
Method: DFT, ωB97M-V/def2-TZVPD

Geometry as XYZ:
```
7
Properties=species:S:1:pos:R:3:forces:R:3:mulliken_charge:R:1
Tl 0.9283 -0.4866 -0.1313 -1.78 1.15 0.27 2.0446
O -0.8423 -1.0862 -1.4976 2.67 1.42 0.79 -0.4208
H -0.8175 -1.8063 -2.1277 0.76 -1.59 -1.10 0.4510
H -1.7732 -0.9603 -1.3137 -1.71 0.58 1.18 0.4538
O 0.9417 1.1390 1.4742 -0.09 -2.83 -1.31 -0.4318
H 0.1174 1.2674 1.9436 -1.67 -0.17 0.66 0.4579
H 1.4457 1.9330 1.6526 1.83 1.44 -0.49 0.4452
```
Forces are in eV/Å.

Properties
**Energy relative to the best compared isomer or geometry (same formula, charge and spin)**: 0.181 eV
**DFT total energy**: -8809.33805 eV
**HOMO**: -30.1 eV
**LUMO**: -22.8533 eV
**Gap between HOMO and LUMO**: 7.29 eV
**Charge**: +3

=====

Molecular formula: H4O3P2
Method: DFT, ωB97M-V/def2-TZVPD

Geometry as XYZ:
```
9
Properties=species:S:1:pos:R:3:forces:R:3:mulliken_charge:R:1
O -2.1357 -1.3207 -0.6192 -0.40 1.49 -0.51 -0.4153
P -1.4099 -0.4632 0.5430 1.35 0.73 -1.10 0.4164
O -2.1391 0.9628 0.1463 1.62 2.24 2.08 -0.5269
O 0.1011 0.0097 -0.1943 -2.39 0.31 0.03 -0.2100
P 1.5255 -0.3577 0.4709 0.07 -2.58 0.81 -0.0047
H -2.4975 -0.6214 -1.2392 0.41 -1.24 0.41 0.3462
H -1.6163 1.7434 0.6396 -1.81 -2.52 -1.74 0.3419
H 2.0871 -1.1420 -0.6204 -0.25 0.25 0.50 0.0427
H 0.9214 -1.6280 1.1399 1.40 1.32 -0.47 0.0097
```
Forces are in eV/Å.

Properties
**Energy relative to the best compared isomer or geometry (same formula, charge and spin)**: 0.005 eV
**SMILES**: OP(O)OP
**DFT total energy**: -24785.80562 eV
**HOMO**: -9.3 eV
**LUMO**: 0.5989 eV
**Gap between HOMO and LUMO**: 9.92 eV
**Charge**: 0

=====

Molecular formula: H4O5PS
Method: DFT, ωB97M-V/def2-TZVPD

Geometry as XYZ:
```
11
Properties=species:S:1:pos:R:3:forces:R:3:mulliken_charge:R:1
O -0.4551 1.8743 -0.4242 -0.14 0.26 -0.02 -0.6519
O -0.4720 0.2297 -2.2399 -0.13 -0.02 -0.26 -0.6551
O 0.0013 -1.5205 -0.1796 -0.14 -0.21 0.63 -0.3834
O 0.0237 0.3272 1.5457 -0.24 -0.29 0.20 -0.4349
O 0.2717 -2.0042 2.2231 -0.19 -0.20 0.10 -0.4250
P -0.6890 -1.1062 1.2601 0.21 0.30 -0.46 0.1710
S 0.3279 1.2756 -1.5526 0.44 2.13 -1.32 0.3384
H -0.2908 -0.9677 -0.9344 -0.12 -0.04 -0.23 0.3665
H -0.2140 1.0072 0.8382 0.10 -0.05 0.13 0.4159
H 1.1762 -1.7184 2.0589 0.37 0.02 0.02 0.2848
H 0.3202 2.6029 -2.5953 -0.15 -1.91 1.22 -0.0262
```
Forces are in eV/Å.

Properties
**Energy relative to the best compared isomer or geometry (same formula, charge and spin)**: 0.340 eV
**DFT total energy**: -30429.44836 eV
**HOMO**: -4.4 eV
**LUMO**: 3.6620 eV
**Gap between HOMO and LUMO**: 8.09 eV
**Charge**: -1

=====

Molecular formula: H4OP2S
Method: DFT, ωB97M-V/def2-TZVPD

Geometry as XYZ:
```
8
Properties=species:S:1:pos:R:3:forces:R:3:mulliken_charge:R:1
P 1.8288 -0.0900 -0.2550 -1.24 1.89 -1.71 0.0376
O 0.2844 -0.4782 0.2049 -0.47 -0.55 0.22 -0.2468
P -1.0834 0.2847 0.4691 -0.35 1.17 0.76 0.2611
S -2.3597 0.7640 -0.9861 1.67 -0.34 1.54 -0.3581
H 1.3472 0.2291 -1.6547 1.08 -0.09 1.23 0.0680
H 2.0603 -1.3642 -0.6187 0.70 -1.58 -0.45 0.0555
H -1.5749 -0.6475 1.4006 -0.27 0.20 -0.20 0.0828
H -0.5027 1.3022 1.4398 -1.12 -0.71 -1.39 0.0999
```
Forces are in eV/Å.

Properties
**Energy relative to the best compared isomer or geometry (same formula, charge and spin)**: 0.526 eV
**SMILES**: PO[PH2]=S
**DFT total energy**: -31524.78858 eV
**HOMO**: -9.1 eV
**LUMO**: 0.3478 eV
**Gap between HOMO and LUMO**: 9.50 eV
**Charge**: 0

=====

Molecular formula: H4OS2
Method: DFT, ωB97M-V/def2-TZVPD

Geometry as XYZ:
```
7
Properties=species:S:1:pos:R:3:forces:R:3:mulliken_charge:R:1
S 0.1335 -1.3181 -0.2029 -0.75 -1.68 -0.88 -0.1848
S 1.4178 0.2805 -0.3474 1.71 -0.70 -0.29 -0.1714
H -0.8669 -1.1945 0.7035 0.77 0.95 0.30 0.1546
H 2.5099 -0.6076 -0.7502 -1.76 1.45 0.88 0.2007
O -2.7633 1.8788 0.8961 1.64 -0.33 1.06 -0.6358
H -2.0397 1.8089 1.5889 -1.40 0.20 -1.21 0.3196
H -2.3191 1.5649 0.0943 -0.21 0.11 0.14 0.3173
```
Forces are in eV/Å.

Properties
**Energy relative to the best compared isomer or geometry (same formula, charge and spin)**: 0.855 eV
**SMILES**: SS.O
**DFT total energy**: -23781.92293 eV
**HOMO**: -8.9 eV
**LUMO**: 0.0668 eV
**Gap between HOMO and LUMO**: 8.94 eV
**Charge**: 0

=====

Molecular formula: H4OSSi
Method: DFT, ωB97M-V/def2-TZVPD

Geometry as XYZ:
```
7
Properties=species:S:1:pos:R:3:forces:R:3:mulliken_charge:R:1
O 0.6248 0.6813 -0.1488 0.12 0.04 -0.13 -0.3841
Si 0.8950 0.6587 1.3384 0.46 0.28 0.27 0.4832
H 2.2358 0.7908 1.9403 0.05 -0.08 -0.11 -0.0608
H -0.1035 0.6147 2.3950 -0.41 -0.10 0.15 -0.0567
S -1.7081 -0.8091 -1.5024 -0.63 0.57 1.08 -0.2797
H -0.4385 -0.4437 -1.4503 0.35 0.25 0.12 0.1857
H -1.5055 -1.4927 -2.5723 0.05 -0.96 -1.37 0.1124
```
Forces are in eV/Å.

Properties
**Energy relative to the best compared isomer or geometry (same formula, charge and spin)**: 2.276 eV
**SMILES**: O=[SiH2].S
**DFT total energy**: -20824.25072 eV
**HOMO**: -9.1 eV
**LUMO**: -0.6555 eV
**Gap between HOMO and LUMO**: 8.43 eV
**Charge**: 0

=====

Molecular formula: H4S2Si
Method: DFT, ωB97M-V/def2-TZVPD

Geometry as XYZ:
```
7
Properties=species:S:1:pos:R:3:forces:R:3:mulliken_charge:R:1
Si -1.7644 0.0857 -0.0307 -1.92 -1.91 -0.46 0.4723
S -2.9329 -1.3578 0.8139 1.44 1.89 -1.11 -0.3288
H -1.9248 0.5652 -1.5241 0.24 -0.33 1.51 -0.0193
H -0.6392 0.6603 0.6840 0.11 0.43 0.09 -0.1114
S 1.8091 -0.2759 0.2055 2.48 1.35 -0.67 -0.3495
H 2.4098 1.0101 0.1465 -1.15 -1.32 0.23 0.1677
H 3.0424 -0.6876 -0.2951 -1.19 -0.12 0.40 0.1691
```
Forces are in eV/Å.

Properties
**Energy relative to the best compared isomer or geometry (same formula, charge and spin)**: 1.873 eV
**SMILES**: [SiH2]=S.S
**DFT total energy**: -29611.88385 eV
**HOMO**: -9.1 eV
**LUMO**: -0.8394 eV
**Gap between HOMO and LUMO**: 8.22 eV
**Charge**: 0

=====

Molecular formula: H4S2Si
Method: DFT, ωB97M-V/def2-TZVPD

Geometry as XYZ:
```
7
Properties=species:S:1:pos:R:3:forces:R:3:mulliken_charge:R:1
Si 0.7650 0.5076 -1.2117 0.16 -2.02 -0.55 0.2141
S -2.6622 -1.9525 0.8817 -0.53 -0.01 -1.00 -0.0928
S -0.7632 -2.3494 0.5455 -0.27 0.15 -0.25 -0.1434
H 1.6488 -0.7020 -1.0825 -0.24 0.65 0.42 -0.0605
H 1.0465 1.1355 -2.4595 0.11 0.67 -0.73 -0.0657
H 0.2736 1.3099 -0.1532 -0.03 0.59 0.97 -0.0377
H -3.2864 -2.0429 -0.3875 0.79 -0.02 1.14 0.1860
```
Forces are in eV/Å.

Properties
**Energy relative to the best compared isomer or geometry (same formula, charge and spin)**: 4.122 eV
**DFT total energy**: -29609.63479 eV
**HOMO (spin up / spin down)**: -7.4 / -8.9 eV
**LUMO (spin up / spin down)**: -1.8558 / -0.6604 eV
**Gap between HOMO and LUMO (spin up / spin down)**: 5.56 / 8.28 eV
**Charge**: 0

=====

Molecular formula: H4S4
Method: DFT, ωB97M-V/def2-TZVPD

Geometry as XYZ:
```
8
Properties=species:S:1:pos:R:3:forces:R:3:mulliken_charge:R:1
S -1.3573 1.1595 -1.1947 0.07 2.50 -0.48 -0.2382
S 0.2588 2.4914 -0.6049 -1.00 -1.44 -0.38 -0.1800
H -1.1515 0.1115 -0.3690 -0.40 1.02 0.20 0.2588
H 1.2249 1.7718 -1.2142 -0.08 0.24 0.07 0.1597
S 1.2779 -1.1557 1.2946 0.08 -0.23 -0.17 -0.1382
S -0.0472 -1.3349 -0.3095 1.34 -2.06 1.28 -0.2536
H 0.5156 -0.6225 2.2730 -0.20 0.05 -0.40 0.1750
H -0.7212 -2.4210 0.1247 0.18 -0.07 -0.12 0.2165
```
Forces are in eV/Å.

Properties
**Energy relative to the best compared isomer or geometry (same formula, charge and spin)**: 0.982 eV
**DFT total energy**: -43404.62150 eV
**HOMO**: -8.9 eV
**LUMO**: -0.2322 eV
**Gap between HOMO and LUMO**: 8.71 eV
**Charge**: 0

=====

Molecular formula: H58O29
Method: DFT, ωB97M-V/def2-TZVPD

Geometry as XYZ:
```
87
Properties=species:S:1:pos:R:3:forces:R:3:mulliken_charge:R:1
O -0.3411 -2.1319 -0.5860 1.00 -0.62 0.77 -0.6352
H 0.4175 -2.3309 0.0003 -0.46 0.32 -0.20 0.1706
H -0.4716 -2.9903 -1.0063 -0.37 0.05 -0.32 0.2328
O -1.2343 5.7215 -0.8260 1.57 -0.50 0.81 -0.7085
H -0.4887 5.5229 -0.1613 -1.59 0.27 -1.38 0.3673
H -0.9919 5.1048 -1.5404 -0.15 0.38 0.33 0.3225
O 2.6410 -0.5044 -0.3271 -1.03 -0.32 -0.95 -0.5561
H 2.9527 -0.9083 -1.1657 -0.11 0.56 0.08 0.3798
H 1.6774 -0.4785 -0.5807 0.95 0.09 0.63 0.1744
O 1.1135 2.7395 2.8977 -0.58 -0.12 0.26 -0.6387
H 1.0577 1.7650 2.8249 0.00 -0.01 -0.32 0.3707
H 2.0040 2.9434 3.1698 0.47 0.04 0.06 0.3203
O 5.0951 -1.4081 2.8727 0.34 -0.42 0.81 -0.6597
H 5.3726 -2.3343 2.8148 -0.08 0.33 -0.12 0.3332
H 4.6811 -1.2079 2.0419 -0.26 0.09 -0.70 0.2981
O -0.5878 -5.4243 0.1102 0.51 -0.85 -0.52 -0.5841
H -0.0877 -5.2544 0.9087 -0.01 0.24 0.42 0.2931
H -0.2096 -6.2784 -0.1867 -0.48 0.69 0.08 0.3034
O 4.0418 -0.2088 -4.4900 0.62 -1.18 -0.24 -0.6810
H 4.7746 -0.8594 -4.5071 -0.57 0.49 -0.17 0.3134
H 4.3660 0.4623 -3.8978 0.06 0.64 0.41 0.3282
O 0.5430 0.0451 2.3146 1.37 -0.14 -0.68 -0.2584
H -0.2086 -0.1189 2.8625 -0.91 -0.35 0.62 0.2021
H 1.1407 -0.7334 2.4152 -0.36 0.42 0.22 0.1393
O -4.6981 0.0925 0.9830 1.15 -0.54 -0.03 -0.6740
H -3.8441 -0.2696 1.3026 -0.81 -0.08 -0.05 0.3204
H -4.7821 0.9504 1.4136 -0.37 0.48 0.07 0.3684
O 3.0300 -3.9360 -2.0332 0.28 -0.16 0.29 -0.6658
H 2.5690 -4.7578 -2.2264 -0.12 0.29 -0.27 0.3114
H 2.5831 -3.1823 -2.4766 -0.27 -0.18 0.06 0.4273
O -0.2985 1.7621 5.5362 -0.06 -0.49 -0.20 -0.5988
H 0.0636 2.3382 4.8536 0.08 0.10 -0.34 0.3147
H -0.3781 2.2844 6.3263 -0.05 0.40 0.42 0.2481
O -2.4027 -0.0666 -3.7444 -0.74 0.26 -0.01 -0.5673
H -3.1597 0.2611 -3.2218 0.34 0.05 0.36 0.2504
H -2.8159 -0.3198 -4.5751 0.11 -0.17 -0.21 0.2670
O -1.0124 0.4468 -0.6867 -0.01 0.72 -0.48 0.4646
H -1.1122 0.9114 0.1536 0.10 0.31 0.48 0.2603
H -0.9659 -0.4845 -0.4585 0.11 -0.72 -0.17 0.0088
O -0.0605 0.9981 -4.7989 1.25 -0.67 -1.77 -0.6001
H -0.9314 0.9545 -4.4445 -1.07 0.08 0.80 0.2843
H 0.4729 1.5745 -4.2572 -0.05 0.26 0.59 0.3255
O 2.9622 -2.9859 0.6735 0.22 -0.24 0.25 -0.5517
H 2.9640 -3.7659 0.1092 0.15 0.10 -0.39 0.2840
H 3.1860 -2.2285 0.1089 -0.41 -0.20 0.23 0.2093
O 0.4833 3.8014 0.1342 0.61 -0.23 0.32 -0.5720
H 0.1050 3.5624 1.0053 0.50 -0.14 -0.45 0.2469
H 1.4309 3.5300 0.1734 -0.76 0.13 0.21 0.3179
O 3.0689 2.2470 -0.7682 0.03 -0.30 0.92 -0.7710
H 2.9383 1.3996 -0.2780 0.22 0.63 -0.60 0.3877
H 2.3520 2.2379 -1.4046 -0.21 -0.26 -0.46 0.3481
O -5.2411 2.8111 1.4542 0.12 -0.17 0.37 -0.6198
H -6.0663 3.2994 1.4674 -0.08 -0.03 -0.01 0.2566
H -4.5812 3.4324 1.1097 -0.03 0.24 -0.28 0.3449
O -3.6898 1.2764 -1.4281 0.42 -0.49 1.05 -0.8595
H -4.0087 0.7949 -0.6000 -0.04 0.59 -1.15 0.4700
H -2.7166 1.1762 -1.3361 -0.41 -0.08 -0.09 0.3253
O -2.4835 -0.9986 3.0321 0.77 -0.65 0.84 -0.6038
H -2.9056 -0.7296 3.8670 0.14 -0.16 -0.41 0.3190
H -1.8741 -1.7439 3.3225 -0.90 0.84 -0.66 0.1925
O -1.7773 1.6803 1.7329 0.19 0.50 -0.34 -0.3992
H -2.1896 0.8757 2.0600 -0.21 -0.21 0.24 0.1336
H -2.4698 2.2633 1.3890 -0.03 -0.15 0.16 0.1684
O 0.0920 -1.5930 -6.1152 -0.12 0.43 0.77 -0.6616
H 0.3545 -0.6974 -5.7890 -0.21 -0.45 -0.52 0.3515
H 0.3731 -1.7387 -7.0127 0.22 0.28 -0.33 0.2716
O 2.0489 -1.5053 -2.8899 -0.27 -0.53 1.03 -0.5912
H 1.1312 -1.5155 -3.2767 0.39 -0.25 -0.01 0.2836
H 2.7216 -1.2517 -3.5101 0.20 0.64 -1.01 0.3231
O 2.1903 -2.2054 3.0547 -0.28 0.12 0.29 -0.4819
H 2.8752 -1.8904 3.6504 0.12 0.11 0.15 0.2880
H 2.6789 -2.5651 2.2951 -0.17 -0.16 -0.34 0.2508
O -0.7899 -1.0313 5.5452 0.08 -0.10 0.31 -0.5842
H -0.0507 -1.1471 6.1444 0.23 -0.41 0.23 0.2695
H -0.8573 -0.0723 5.5715 -0.17 0.68 -0.43 0.3061
O 0.5104 2.0857 -2.4319 0.52 0.42 -0.02 -0.6262
H 0.0192 1.4281 -1.9119 -0.15 -0.03 0.31 0.2582
H 0.5588 2.8834 -1.8894 -0.41 -0.14 0.17 0.1723
O -3.5734 4.2339 -0.1811 -0.43 -1.04 -0.32 -0.7034
H -3.6195 3.5154 -0.8571 0.11 0.72 0.50 0.3434
H -2.9914 4.9402 -0.4904 0.41 -0.06 -0.04 0.3485
O -0.4231 -2.0668 -3.5030 -0.93 0.54 -1.27 -0.5926
H -0.6270 -2.1517 -4.4807 0.69 -0.11 1.24 0.3053
H -0.9402 -1.2560 -3.2986 0.10 -0.57 0.17 0.2560
O -0.5103 -3.3022 3.9512 0.46 -0.16 -0.96 -0.6856
H -0.4981 -2.5478 4.5378 -0.12 0.44 0.60 0.3291
H 0.3253 -3.1742 3.4591 -0.32 -0.16 0.27 0.3697
```
Forces are in eV/Å.

Properties
**Energy relative to the best compared isomer or geometry (same formula, charge and spin)**: 1.011 eV
**DFT total energy**: -60324.34403 eV
**HOMO**: -10.8 eV
**LUMO**: -0.0338 eV
**Gap between HOMO and LUMO**: 10.82 eV
**Charge**: 0

=====

Molecular formula: H5N2OP
Method: DFT, ωB97M-V/def2-TZVPD

Geometry as XYZ:
```
9
Properties=species:S:1:pos:R:3:forces:R:3:mulliken_charge:R:1
N -1.4203 -0.0206 -0.4604 -0.49 -0.21 -0.16 -0.4182
O -0.6966 -0.6002 0.6428 0.00 -0.19 0.20 -0.2618
P 0.8064 -1.1606 0.1670 0.20 3.42 -1.85 0.3261
N 1.7194 0.8246 -0.1753 0.58 -4.19 1.80 -0.7189
H -1.6693 0.9433 -0.1516 0.01 -1.25 -0.14 0.2529
H -2.2747 -0.6194 -0.5758 1.00 1.03 0.39 0.2537
H 1.1546 -1.5599 1.4414 0.28 0.36 0.97 0.0507
H 1.3442 0.7659 -1.0669 -0.24 -0.23 -2.96 0.2750
H 1.0363 1.4268 0.1788 -1.34 1.26 1.76 0.2405
```
Forces are in eV/Å.

Properties
**Energy relative to the best compared isomer or geometry (same formula, charge and spin)**: 4.754 eV
**SMILES**: NOPN
**DFT total energy**: -14394.43416 eV
**HOMO**: -9.0 eV
**LUMO**: 0.5927 eV
**Gap between HOMO and LUMO**: 9.58 eV
**Charge**: 0

=====

Molecular formula: H5N2OP
Method: DFT, ωB97M-V/def2-TZVPD

Geometry as XYZ:
```
9
Properties=species:S:1:pos:R:3:forces:R:3:mulliken_charge:R:1
N 1.6516 0.7474 -0.3346 -0.77 -0.62 0.53 -0.6359
P 0.5084 -0.1490 0.2185 -0.07 0.22 -0.58 0.5789
N -1.0578 0.2158 -0.3050 0.42 0.03 0.24 -0.4995
O 0.6741 -1.6667 -0.1913 -0.02 -0.64 0.03 -0.5306
H 1.5740 1.7178 -0.0841 0.19 0.42 -0.06 0.2172
H 0.3727 -0.4615 1.5780 0.11 0.35 0.20 0.0561
H -1.3355 1.1806 -0.1854 0.02 -0.01 -0.14 0.2464
H -1.7859 -0.4147 0.0043 0.02 0.00 0.05 0.2389
H 0.9320 -1.8716 -1.0924 0.09 0.26 -0.26 0.3284
```
Forces are in eV/Å.

Properties
**Energy relative to the best compared isomer or geometry (same formula, charge and spin)**: 0.813 eV
**SMILES**: N=[P@@H](N)O
**DFT total energy**: -14398.37568 eV
**HOMO**: -9.2 eV
**LUMO**: 0.8782 eV
**Gap between HOMO and LUMO**: 10.11 eV
**Charge**: 0

=====

What did the fifth record say?
Molecular formula: H4OS2
Method: DFT, ωB97M-V/def2-TZVPD

Geometry as XYZ:
```
7
Properties=species:S:1:pos:R:3:forces:R:3:mulliken_charge:R:1
S 0.1335 -1.3181 -0.2029 -0.75 -1.68 -0.88 -0.1848
S 1.4178 0.2805 -0.3474 1.71 -0.70 -0.29 -0.1714
H -0.8669 -1.1945 0.7035 0.77 0.95 0.30 0.1546
H 2.5099 -0.6076 -0.7502 -1.76 1.45 0.88 0.2007
O -2.7633 1.8788 0.8961 1.64 -0.33 1.06 -0.6358
H -2.0397 1.8089 1.5889 -1.40 0.20 -1.21 0.3196
H -2.3191 1.5649 0.0943 -0.21 0.11 0.14 0.3173
```
Forces are in eV/Å.

Properties
**Energy relative to the best compared isomer or geometry (same formula, charge and spin)**: 0.855 eV
**SMILES**: SS.O
**DFT total energy**: -23781.92293 eV
**HOMO**: -8.9 eV
**LUMO**: 0.0668 eV
**Gap between HOMO and LUMO**: 8.94 eV
**Charge**: 0